DFT (ωB97M-V with the def2-TZVPD basis set) results for a molecular structure, C4H9NO in a non-equilibrium geometry.

XYZ file:
```
15
Properties=species:S:1:pos:R:3:mulliken_charge:R:1
C -0.1472 -2.0038 -0.1120 -0.93
C 0.4548 -1.0244 -1.0819 0.01
N -0.1341 0.9118 0.0913 -0.25
C -1.0180 1.8996 0.6328 -0.84
C 1.1075 0.8885 0.3402 -0.05
O 1.8228 -0.0690 -0.1839 -0.54
H -0.3888 -2.9326 -0.6526 0.34
H -1.0567 -1.6378 0.3700 0.24
H 0.5867 -2.2554 0.6532 0.28
H -0.2969 -0.5110 -1.7103 0.23
H 1.2799 -1.3808 -1.6571 0.33
H -1.8124 1.4119 1.2142 0.26
H -1.5049 2.4652 -0.1732 0.28
H -0.5081 2.6122 1.2912 0.25
H 1.6154 1.6256 0.9780 0.39
```

As for the frontier orbital gap: 9.951 eV. For the max |F|, the calculation gives 2.4 eV/A. The value obtained for the total energy is -287.71139 hartree. The LUMO energy is 0.9 eV. The calculation puts the energy relative to the best compared isomer or geometry (same formula, charge and spin) at 317.84 kJ/mol.